{"formula": "C10H19Cl6N", "method": "wB97M-V/def2-TZVPD", "elements": ["Cl", "C", "C", "Cl", "H", "H", "H", "H", "Cl", "C", "C", "Cl", "H", "H", "H", "H", "Cl", "C", "C", "Cl", "H", "H", "H", "H", "C", "C", "C", "C", "N", "H", "H", "H", "H", "H", "H", "H"], "coordinates": [[2.26, 0.77, 0.79], [0.67, 0.44, 0.03], [-0.19, 1.71, -0.38], [0.69, 2.83, -1.51], [0.04, -0.16, 0.68], [0.77, -0.29, -0.77], [-0.56, 2.35, 0.42], [-1.06, 1.32, -0.90], [-1.21, 3.47, 4.29], [-1.18, 4.57, 2.85], [-0.48, 3.81, 1.70], [-0.37, 4.63, 0.16], [-0.68, 5.50, 3.14], [-2.24, 4.78, 2.69], [-0.93, 2.82, 1.66], [0.56, 3.74, 2.03], [-1.60, -3.24, -0.40], [-1.42, -2.47, 1.17], [-0.09, -1.85, 1.14], [0.41, -0.90, 2.68], [-1.56, -3.22, 1.95], [-2.24, -1.75, 1.22], [0.02, -1.25, 0.24], [0.76, -2.52, 0.99], [-0.36, -2.90, -2.30], [0.54, -1.76, -2.82], [1.93, -1.68, -2.26], [1.89, -1.53, -0.73], [1.89, -1.44, 0.40], [-0.67, -2.81, -1.26], [0.13, -3.82, -2.58], [-1.30, -2.90, -2.86], [-0.13, -0.92, -2.63], [0.73, -1.93, -3.88], [2.48, -0.82, -2.64], [2.51, -2.60, -2.31]], "homo_lumo_gap_ha": 0.3311, "total_energy_ev": -87291.3565, "e_above_lowest_ev": 11.885, "lumo_energy_ev": 0.35, "e_homo_ev": -8.7}

=====

{"formula": "C10H19F18MgNO2P3", "method": "wB97M-V/def2-TZVPD", "elements": ["Mg", "P", "F", "F", "F", "F", "F", "F", "P", "F", "F", "F", "F", "F", "F", "P", "F", "F", "F", "F", "F", "F", "C", "C", "N", "H", "H", "H", "C", "C", "C", "O", "C", "H", "H", "H", "H", "H", "H", "H", "H", "C", "C", "C", "O", "C", "H", "H", "H", "H", "H", "H", "H", "H"], "coordinates": [[-0.45, 0.11, 0.30], [-0.64, 1.22, -3.11], [-2.04, 1.86, -2.65], [-0.69, 1.97, -4.51], [0.13, 2.46, -2.42], [0.77, 0.54, -3.46], [-0.54, 0.44, -1.61], [-1.40, -0.07, -3.68], [0.12, -0.31, 3.74], [0.30, -0.15, 2.05], [-0.28, -1.85, 3.49], [1.68, -0.72, 3.75], [0.02, -0.44, 5.32], [0.54, 1.24, 3.83], [-1.41, 0.11, 3.58], [-3.81, -0.67, 0.36], [-3.38, -1.39, -1.01], [-3.89, -2.08, 1.09], [-2.16, -0.62, 0.77], [-4.13, 0.07, 1.75], [-3.61, 0.77, -0.34], [-5.36, -0.71, -0.05], [-2.97, 3.81, 0.69], [-1.93, 2.82, 0.77], [-1.13, 2.01, 0.81], [-2.61, 4.74, 0.26], [-3.31, 4.05, 1.70], [-3.82, 3.40, 0.15], [1.66, -3.58, -0.51], [0.62, -3.61, -1.64], [-0.48, -2.63, -1.18], [0.18, -1.80, -0.23], [1.03, -2.66, 0.54], [2.63, -3.18, -0.78], [1.82, -4.56, -0.06], [0.27, -4.62, -1.84], [1.01, -3.20, -2.57], [-1.36, -3.10, -0.73], [-0.85, -2.02, -1.99], [0.40, -3.21, 1.24], [1.73, -2.06, 1.11], [3.47, 2.18, 0.12], [3.45, 1.33, -1.16], [2.51, 0.21, -0.78], [1.51, 0.85, -0.01], [2.14, 1.87, 0.81], [3.65, 3.24, -0.07], [4.28, 1.83, 0.76], [4.47, 1.00, -1.41], [3.07, 1.85, -2.04], [3.05, -0.56, -0.20], [2.05, -0.31, -1.62], [2.27, 1.47, 1.81], [1.42, 2.68, 0.85]], "homo_lumo_gap_ha": 0.3946, "total_charge": -1, "total_energy_ev": -98515.6438, "e_above_lowest_ev": 0.000, "lumo_energy_ev": 2.51, "e_homo_ev": -8.2}

=====

{"formula": "C10H19N2P", "method": "wB97M-V/def2-TZVPD", "elements": ["C", "C", "P", "N", "C", "C", "C", "C", "C", "C", "C", "N", "C", "H", "H", "H", "H", "H", "H", "H", "H", "H", "H", "H", "H", "H", "H", "H", "H", "H", "H", "H"], "coordinates": [[-1.68, -2.08, 3.07], [-1.30, -0.80, 2.37], [0.61, -0.60, 1.94], [0.29, 1.07, 1.16], [1.02, 2.25, 1.74], [0.31, 1.01, -0.27], [0.38, -0.29, -0.66], [0.19, -0.68, -2.07], [0.37, 0.61, -2.83], [-0.46, 1.88, -2.35], [0.23, 2.31, -1.08], [0.46, -1.20, 0.36], [1.11, -2.46, -0.09], [-0.95, -2.79, 2.73], [-1.61, -1.80, 4.12], [-2.70, -2.46, 2.97], [-1.60, 0.07, 2.96], [-1.65, -0.68, 1.34], [0.87, 2.31, 2.84], [2.15, 2.08, 1.59], [0.69, 3.20, 1.29], [0.93, -1.37, -2.29], [-0.82, -1.05, -2.17], [1.51, 0.83, -2.82], [0.20, 0.61, -3.91], [-1.49, 1.62, -2.31], [-0.15, 2.69, -3.09], [-0.23, 3.05, -0.40], [1.27, 2.58, -1.22], [1.49, -2.99, 0.85], [0.27, -3.06, -0.75], [1.83, -2.27, -0.86]], "homo_lumo_gap_ha": 0.2702, "total_energy_ev": -22944.9157, "smiles": "CCP1N(C)C2=C(CCCC2)N1C", "e_above_lowest_ev": 1.109, "lumo_energy_ev": 0.97, "e_homo_ev": -6.4}

=====

{"formula": "C10H19N3O4", "method": "wB97M-V/def2-TZVPD", "elements": ["C", "C", "C", "C", "C", "C", "C", "C", "C", "C", "H", "H", "H", "H", "H", "H", "H", "H", "H", "H", "H", "H", "H", "H", "H", "H", "H", "H", "H", "N", "N", "N", "O", "O", "O", "O"], "coordinates": [[-2.23, -0.04, 0.52], [-0.72, -0.26, 0.17], [-2.20, 1.33, 1.25], [-1.14, 1.67, 2.28], [-1.68, 0.98, 3.45], [1.42, -0.39, -1.13], [2.33, 0.48, -0.20], [1.72, -0.23, -2.50], [0.81, -1.40, -3.34], [3.25, -0.38, -2.92], [-2.99, -2.07, 0.67], [-2.37, -1.33, 2.06], [-2.78, 0.18, -0.41], [-3.14, 1.22, 1.76], [-2.10, 1.92, 0.43], [-0.12, 1.22, 2.34], [-0.67, 2.86, 2.42], [-1.57, -0.72, 4.82], [-0.18, -0.64, 3.55], [-0.51, -0.03, -2.05], [1.64, -1.44, -0.84], [1.42, 0.79, -3.07], [-0.27, -1.59, -2.95], [1.49, -2.49, -3.46], [0.60, -0.89, -4.46], [3.74, 0.61, -2.65], [3.57, -1.14, -1.86], [3.25, -0.75, -4.11], [0.93, 1.56, 0.38], [-2.86, -1.10, 1.19], [-1.40, -0.36, 3.77], [-0.06, 0.10, -0.98], [-0.07, -0.85, 1.03], [-2.40, 1.56, 4.26], [3.45, 0.10, 0.01], [1.86, 1.52, 0.56]], "homo_lumo_gap_ha": 0.3530, "total_energy_ev": -23332.3577, "e_above_lowest_ev": 8.387, "lumo_energy_ev": 0.30, "e_homo_ev": -9.3}

=====

{"formula": "C10H19N3O4", "method": "wB97M-V/def2-TZVPD", "elements": ["C", "N", "C", "O", "C", "N", "C", "O", "C", "C", "N", "C", "C", "O", "C", "C", "O", "H", "H", "H", "H", "H", "H", "H", "H", "H", "H", "H", "H", "H", "H", "H", "H", "H", "H", "H"], "coordinates": [[0.38, 4.13, -0.99], [-0.30, 2.90, -0.64], [-0.48, 1.81, -1.38], [0.14, 1.65, -2.37], [-1.47, 0.68, -0.87], [-0.62, -0.48, -0.46], [0.10, -0.46, 0.64], [0.05, 0.47, 1.37], [1.22, -1.58, 0.90], [2.45, -1.61, -0.05], [1.47, -1.88, 2.32], [1.51, -3.12, 2.86], [1.90, -3.11, 4.29], [1.24, -4.12, 2.26], [-2.48, 0.32, -1.98], [-3.22, 1.60, -2.58], [-1.92, -0.51, -2.88], [-0.18, 4.79, -0.38], [0.22, 4.41, -2.03], [1.39, 4.15, -0.70], [-0.91, 2.97, 0.15], [-2.03, 1.04, -0.09], [-0.49, -1.14, -1.11], [0.61, -2.49, 0.64], [2.15, -1.49, -1.14], [2.84, -2.65, -0.12], [3.19, -0.82, 0.14], [1.57, -1.07, 2.92], [2.01, -2.17, 4.81], [1.07, -3.63, 4.74], [2.77, -3.68, 4.46], [-3.21, -0.37, -1.55], [-4.15, 1.26, -2.95], [-3.25, 2.21, -1.73], [-2.51, 2.03, -3.34], [-1.07, -0.05, -3.13]], "homo_lumo_gap_ha": 0.3778, "total_energy_ev": -23338.3446, "smiles": "CNC(=O)[C@H](NC(=O)[C@@H](C)NC(C)=O)[C@@H](C)O", "e_above_lowest_ev": 2.400, "lumo_energy_ev": 0.62, "e_homo_ev": -9.7}

=====

{"formula": "C10H19N3O4", "method": "wB97M-V/def2-TZVPD", "elements": ["C", "C", "C", "C", "C", "N", "C", "O", "C", "N", "C", "C", "N", "O", "C", "O", "O", "H", "H", "H", "H", "H", "H", "H", "H", "H", "H", "H", "H", "H", "H", "H", "H", "H", "H", "H"], "coordinates": [[-3.10, -0.93, -1.45], [-1.99, -1.28, -0.42], [-2.37, -2.78, 0.08], [-2.07, -0.33, 0.75], [-1.04, 0.78, 0.83], [-0.13, 0.98, 2.02], [1.23, 0.42, 1.82], [1.93, 0.10, 2.77], [1.61, 0.43, 0.31], [1.36, 1.57, -0.42], [3.07, 0.09, 0.37], [3.53, -0.46, -1.04], [4.60, 0.26, -1.57], [2.98, -1.42, -1.46], [-1.78, 2.05, 0.52], [-2.74, 2.53, 1.06], [-1.28, 2.80, -0.56], [-4.00, -1.08, -0.92], [-3.22, -0.01, -1.79], [-3.04, -1.65, -2.22], [-0.95, -1.20, -0.84], [-1.44, -3.39, 0.07], [-2.91, -2.76, 1.04], [-3.27, -3.16, -0.48], [-3.08, 0.05, 0.96], [-1.83, -0.89, 1.66], [-0.29, 0.61, 0.00], [-0.40, 0.83, 2.98], [1.11, -0.36, -0.05], [1.66, 1.68, -1.44], [1.69, 2.40, 0.12], [3.30, -0.56, 1.25], [3.63, 1.01, 0.37], [4.93, 1.01, -1.01], [4.75, 0.42, -2.52], [-0.46, 2.24, -0.79]], "homo_lumo_gap_ha": 0.3715, "total_energy_ev": -23336.8595, "smiles": "CC(C)C[C@H](NC(=O)[C@@H](N)CC(N)=O)C(=O)O", "e_above_lowest_ev": 3.885, "lumo_energy_ev": 0.25, "e_homo_ev": -9.9}

=====

{"formula": "C10H19N3O4S", "method": "wB97M-V/def2-TZVPD", "elements": ["C", "N", "C", "O", "C", "N", "C", "O", "C", "C", "S", "N", "C", "C", "O", "C", "C", "O", "H", "H", "H", "H", "H", "H", "H", "H", "H", "H", "H", "H", "H", "H", "H", "H", "H", "H", "H"], "coordinates": [[3.52, -0.61, 2.82], [2.45, -1.22, 2.04], [1.47, -0.47, 1.53], [1.44, 0.75, 1.65], [0.38, -1.17, 0.68], [-0.22, -0.18, -0.21], [-0.42, -0.36, -1.50], [-0.21, -1.47, -2.06], [-0.82, 0.82, -2.36], [0.12, 1.01, -3.56], [1.79, 1.47, -3.07], [-0.94, 2.12, -1.65], [-1.97, 2.36, -0.80], [-2.03, 3.72, -0.11], [-2.88, 1.57, -0.60], [-0.67, -1.92, 1.55], [-1.60, -2.81, 0.75], [-0.10, -2.72, 2.56], [4.09, 0.03, 2.15], [4.20, -1.39, 3.23], [3.13, -0.03, 3.67], [2.46, -2.25, 1.95], [0.90, -1.91, 0.05], [-0.30, 0.78, 0.13], [-1.82, 0.58, -2.73], [0.08, 0.14, -4.22], [-0.31, 1.78, -4.14], [2.17, 0.21, -2.80], [-0.21, 2.80, -1.75], [-2.35, 4.41, -0.85], [-1.04, 3.98, 0.28], [-2.76, 3.65, 0.71], [-1.32, -1.21, 2.06], [-2.40, -3.20, 1.38], [-1.99, -2.34, -0.13], [-1.03, -3.71, 0.39], [-0.85, -3.22, 2.94]], "homo_lumo_gap_ha": 0.3686, "total_energy_ev": -34175.1780, "smiles": "CNC(=O)[C@H](NC(=O)[C@H](CS)NC(C)=O)[C@@H](C)O", "e_above_lowest_ev": 0.000, "lumo_energy_ev": 0.63, "e_homo_ev": -9.4}